a) C4H14N2OS as an isolated structure. Source: OMol25; level of theory: ωB97M-V with the def2-TZVPD basis set.

Positions of all 22 atoms, in Å:
C: -2.392 -0.552 0.331
H: 2.519 1.442 -1.204
H: 0.243 -0.808 0.058
C: 2.729 -0.287 0.020
H: -3.603 0.861 -0.513
H: -2.561 -1.511 0.818
H: -4.298 0.083 0.716
H: 1.027 0.915 -0.415
C: -1.598 0.373 1.240
H: 0.974 -0.918 -1.986
H: -2.168 0.632 2.134
C: 1.919 0.566 -0.940
N: 1.673 -0.202 -2.165
H: -1.803 -0.747 -0.581
S: -0.060 -0.419 1.810
H: 1.287 0.387 -2.901
O: 3.014 0.396 1.235
H: 2.259 0.282 1.832
H: 2.215 -1.229 0.262
H: 3.700 -0.535 -0.408
H: -1.370 1.333 0.750
N: -3.705 -0.061 -0.095

The HOMO-LUMO gap comes out at 8.82 eV. As for the HOMO energy: -9.32 eV. The value obtained for the molecular weight is 138.24 g mol⁻¹.

Here are the natural (NBO) charges for atoms 1 to 6, given in e:
1 C -0.227
2 H 0.204
3 H 0.107
4 C -0.068
5 H 0.347
6 H 0.203



b) A 2-piece molecular cluster, C4H14N2OS overall. Source: OMol25; level of theory: ωB97M-V with the def2-TZVPD basis set.

Positions of all 22 atoms, in Å:
S: 3.052 -1.790 0.022
C: 2.154 0.980 1.278
C: -1.053 1.440 0.626
H: -3.510 -1.967 -1.015
H: 2.617 0.329 2.106
H: 2.073 0.007 -1.381
H: -2.262 1.143 -1.100
H: 0.831 -1.346 -1.152
H: 2.936 1.391 0.524
N: 0.097 0.865 -0.026
N: -2.403 1.074 -0.070
H: 3.073 -2.728 -0.957
H: 0.347 1.480 -0.750
H: 0.543 -0.620 1.370
H: -2.593 0.097 0.175
C: 1.082 -0.003 0.661
H: -1.024 2.519 0.589
H: 1.780 1.688 1.948
H: -4.600 -2.350 -2.055
H: -1.213 1.020 1.657
O: -3.669 -2.414 -1.875
C: 1.744 -0.816 -0.576

The SMILES is C[C@H](CS)NCN.O. The HOMO-LUMO gap comes out at 9.09 eV. As for the HOMO energy: -8.37 eV. The value obtained for the molecular weight is 138.24 g mol⁻¹.

Here are the natural (NBO) charges for atoms 1 to 6, given in e:
1 S 0.000
2 C -0.649
3 C -0.048
4 H 0.469
5 H 0.208
6 H 0.203



c) A 2-piece molecular cluster, C4H14N2OS overall. Source: OMol25; level of theory: ωB97M-V with the def2-TZVPD basis set.

Positions of all 22 atoms, in Å:
H: -2.361 1.617 1.184
H: -0.050 0.234 1.749
H: -1.380 0.228 -0.332
H: 0.325 2.677 1.538
N: -1.719 2.102 0.580
H: 1.833 0.383 -0.596
O: 0.069 -0.022 -3.399
S: -0.340 -2.407 0.748
H: 1.576 1.859 2.080
H: 2.126 -0.463 0.882
N: 1.026 2.000 1.242
H: 0.654 -2.828 1.539
H: 0.033 0.562 -4.163
C: 0.320 0.770 0.867
H: -0.668 0.265 -2.858
H: 0.183 -1.287 -1.301
H: -2.231 2.594 -0.135
H: 1.550 -2.137 -0.692
C: 0.747 -1.469 -0.388
H: -0.353 1.582 -0.939
C: 1.324 -0.174 0.197
C: -0.819 1.126 -0.062

The SMILES is NC[C@H](N)CCS.O. The HOMO-LUMO gap comes out at 9.31 eV. As for the HOMO energy: -8.71 eV. The value obtained for the molecular weight is 138.24 g mol⁻¹.

Here are the natural (NBO) charges for atoms 1 to 6, given in e:
1 H 0.358
2 H 0.176
3 H 0.175
4 H 0.375
5 N -0.847
6 H 0.223



The structure with the greatest stability is c).



a) One molecule with the formula C4H6OS. Source: OMol25; level of theory: ωB97M-V with the def2-TZVPD basis set.

Positions of all 12 atoms, in Å:
H: -3.516 0.003 -0.219
H: -1.805 -1.530 -0.493
H: -2.394 1.305 0.426
H: -0.267 1.841 -0.737
O: 1.603 1.509 -0.138
S: 1.041 -1.328 0.051
C: -0.133 -0.222 0.079
H: 1.976 0.635 -0.200
C: -1.536 -0.522 -0.141
C: 0.278 1.295 0.083
H: -0.029 1.748 1.046
C: -2.515 0.312 0.057

The SMILES is C=CC(=S)CO. The HOMO-LUMO gap comes out at 8.44 eV. As for the HOMO energy: -9.34 eV. The value obtained for the molecular weight is 102.16 g mol⁻¹.

Here are the natural (NBO) charges for atoms 1 to 6, given in e:
1 H 0.207
2 H 0.227
3 H 0.197
4 H 0.185
5 O -0.711
6 S 0.055



b) One molecule with the formula C4H6OS. Source: OMol25; level of theory: ωB97M-V with the def2-TZVPD basis set.

Positions of all 12 atoms, in Å:
C: 3.104 0.220 0.198
H: 3.575 -0.509 -0.598
H: 3.453 1.199 -0.084
S: -1.316 0.689 -0.194
C: 0.511 0.259 -0.218
C: -3.017 -0.651 0.258
H: -2.913 -0.854 1.308
C: 1.682 0.258 0.026
H: -3.137 -1.405 -0.368
H: -3.669 0.215 0.149
H: 3.398 -0.368 1.124
O: -1.671 0.947 -1.601

The HOMO-LUMO gap (spin up / spin down) comes out at 8.35 / 8.35 eV. As for the HOMO energy (spin up / spin down): -8.54 / -8.54 eV. The value obtained for the molecular weight is 102.16 g mol⁻¹.

Here are the natural (NBO) charges for atoms 1 to 6, given in e:
1 C -0.711
2 H 0.242
3 H 0.256
4 S 1.156
5 C -0.296
6 C -0.598



c) One molecule with the formula C4H6OS. Source: OMol25; level of theory: ωB97M-V with the def2-TZVPD basis set.

Positions of all 12 atoms, in Å:
C: 2.371 0.755 0.074
H: 3.528 0.918 0.357
H: -0.346 0.457 1.194
C: 0.297 -0.888 -0.344
O: 1.584 1.576 -0.204
C: -0.540 -0.171 0.382
H: -0.118 -1.371 -1.249
H: -2.108 -0.105 -1.126
S: 2.079 -0.979 0.031
H: -2.521 -0.891 0.539
H: -2.312 0.803 0.436
C: -1.914 -0.105 -0.089

The SMILES is C/C=C/SC=O. The HOMO-LUMO gap comes out at 9.97 eV. As for the HOMO energy: -9.15 eV. The value obtained for the molecular weight is 102.16 g mol⁻¹.

Here are the natural (NBO) charges for atoms 1 to 6, given in e:
1 C 0.251
2 H 0.130
3 H 0.212
4 C -0.362
5 O -0.530
6 C -0.140



The structure with the greatest stability is a).



a) One molecule with the formula C4H6OS. Source: OMol25; level of theory: ωB97M-V with the def2-TZVPD basis set.

Positions of all 12 atoms, in Å:
O: 1.004 -1.190 -1.355
H: 1.612 -1.955 -1.054
H: 1.472 0.069 0.499
C: 0.672 -0.379 -0.260
H: -0.016 -0.665 1.844
H: 0.481 1.662 -1.082
H: -1.253 -1.337 0.703
H: -0.935 0.646 -1.440
C: -0.126 0.858 -0.692
C: -0.392 -0.629 0.839
S: -1.641 2.070 1.361
C: -0.879 0.850 0.638

The SMILES is OC1CC(=S)C1. The HOMO-LUMO gap comes out at 8.52 eV. As for the HOMO energy: -8.51 eV. The value obtained for the molecular weight is 102.16 g mol⁻¹.

Here are the natural (NBO) charges for atoms 1 to 6, given in e:
1 O -0.690
2 H 0.479
3 H 0.153
4 C 0.105
5 H 0.229
6 H 0.229



b) One molecule with the formula C4H6OS. Source: OMol25; level of theory: ωB97M-V with the def2-TZVPD basis set.

Positions of all 12 atoms, in Å:
O: -0.253 1.644 -0.324
S: -0.270 -2.380 0.903
H: -0.203 -0.758 -1.351
H: -1.602 -0.065 1.296
C: -0.680 -0.495 0.827
C: 1.051 1.046 -0.565
C: -0.800 -1.330 -0.512
H: -1.692 -1.586 -0.665
H: 1.906 1.632 -0.321
C: 0.293 0.717 0.649
H: 1.378 0.334 -1.465
H: 0.871 1.241 1.528

The SMILES is C1O[C@H]1[C@H]1CS1. The HOMO-LUMO gap comes out at 9.93 eV. As for the HOMO energy: -9.16 eV. The value obtained for the molecular weight is 102.16 g mol⁻¹.

Here are the natural (NBO) charges for atoms 1 to 6, given in e:
1 O -0.486
2 S 0.113
3 H 0.231
4 H 0.237
5 C -0.294
6 C -0.126



The structure with the greatest stability is a).



a) One molecule with the formula C4H6OS. Source: OMol25; level of theory: ωB97M-V with the def2-TZVPD basis set.

Positions of all 12 atoms, in Å:
S: 1.752 -0.936 1.813
H: 0.982 1.667 -0.232
C: 0.866 -0.148 0.694
H: 0.740 0.200 -1.460
C: -1.547 -0.124 -0.550
H: -0.630 -1.563 0.910
H: 2.315 0.581 -0.620
C: -0.676 -0.398 0.660
H: -1.166 0.163 1.370
C: 1.223 0.666 -0.536
O: -2.400 0.680 -0.641
H: -1.459 -0.788 -1.408

The SMILES is CC(=S)CC=O. The HOMO-LUMO gap (spin up / spin down) comes out at 8.64 / 8.64 eV. As for the HOMO energy (spin up / spin down): -9.01 / -9.01 eV. The value obtained for the molecular weight is 102.16 g mol⁻¹.

Here are the natural (NBO) charges for atoms 1 to 6, given in e:
1 S 0.058
2 H 0.250
3 C -0.014
4 H 0.236
5 C 0.441
6 H 0.262



b) A 2-piece molecular cluster, C4H6OS overall. Source: OMol25; level of theory: ωB97M-V with the def2-TZVPD basis set.

Positions of all 12 atoms, in Å:
S: 0.002 -0.659 -0.268
C: 3.305 0.246 0.528
C: 2.581 0.765 -0.282
H: -0.812 1.602 -0.682
C: -2.505 0.356 0.080
H: -0.799 -2.830 -0.092
O: -0.860 -1.926 0.377
C: -1.236 0.674 -0.252
H: 4.063 -0.121 1.133
H: -3.169 1.126 0.127
H: -2.730 -0.721 0.145
H: 2.159 1.488 -0.814

The SMILES is C=CSO.C#C. The HOMO-LUMO gap comes out at 8.50 eV. As for the HOMO energy: -8.05 eV. The value obtained for the molecular weight is 102.16 g mol⁻¹.

Here are the natural (NBO) charges for atoms 1 to 6, given in e:
1 S 0.536
2 C -0.200
3 C -0.238
4 H 0.227
5 C -0.443
6 H 0.506



The structure with the greatest stability is a).



a) A 2-piece molecular cluster, C4H6OS overall. Source: OMol25; level of theory: ωB97M-V with the def2-TZVPD basis set.

Positions of all 12 atoms, in Å:
C: 0.863 -0.881 0.952
C: 1.820 -0.623 0.051
H: -2.518 -0.697 -0.016
H: 2.814 -1.142 -0.111
C: 0.129 0.872 -0.222
H: 1.969 1.184 -1.295
O: -0.183 -0.095 0.706
C: 1.388 0.533 -0.674
S: -3.432 -0.179 -0.715
H: -3.178 0.972 -0.134
H: -0.635 1.539 -0.384
H: 0.963 -1.484 1.842

The SMILES is c1ccoc1.S. The HOMO-LUMO gap comes out at 9.91 eV. As for the HOMO energy: -8.96 eV. The value obtained for the molecular weight is 102.16 g mol⁻¹.

Here are the natural (NBO) charges for atoms 1 to 6, given in e:
1 C 0.092
2 C -0.317
3 H 0.134
4 H 0.233
5 C 0.077
6 H 0.225



b) One molecule with the formula C4H6OS. Source: OMol25; level of theory: ωB97M-V with the def2-TZVPD basis set.

Positions of all 12 atoms, in Å:
C: -0.886 0.249 -1.157
O: -1.984 0.531 -3.400
C: 0.764 -0.529 0.621
H: -1.253 -0.687 -1.151
C: -0.097 0.647 0.086
H: -0.708 1.077 0.792
C: 1.074 -0.868 1.895
H: 0.691 -0.562 2.913
H: 1.318 -0.982 -0.199
H: 1.805 -1.602 2.057
H: 0.622 1.434 -0.129
S: -1.345 1.291 -2.328

The HOMO-LUMO gap comes out at 9.11 eV. As for the HOMO energy: -9.32 eV. The value obtained for the molecular weight is 102.16 g mol⁻¹.

Here are the natural (NBO) charges for atoms 1 to 6, given in e:
1 C -0.478
2 O -0.913
3 C -0.169
4 H 0.218
5 C -0.487
6 H 0.226



c) One molecule with the formula C4H6OS. Source: OMol25; level of theory: ωB97M-V with the def2-TZVPD basis set.

Positions of all 12 atoms, in Å:
H: -0.780 1.700 1.257
H: -1.176 -1.739 -0.754
O: -1.275 -0.047 0.371
H: 0.264 1.252 -0.864
C: -0.729 -0.775 -0.794
S: 2.340 0.022 -0.641
C: -0.236 0.796 1.063
C: 0.774 0.765 -0.053
C: 0.710 -0.697 -0.330
H: -0.818 -0.288 -1.769
H: 0.859 -1.362 0.518
H: 0.067 0.373 1.996

The SMILES is C1OC[C@H]2S[C@H]12. The HOMO-LUMO gap comes out at 10.00 eV. As for the HOMO energy: -9.22 eV. The value obtained for the molecular weight is 102.16 g mol⁻¹.

Here are the natural (NBO) charges for atoms 1 to 6, given in e:
1 H 0.201
2 H 0.203
3 O -0.560
4 H 0.209
5 C -0.083
6 S 0.221



d) C4H6OS as an isolated structure. Source: OMol25; level of theory: ωB97M-V with the def2-TZVPD basis set.

Positions of all 12 atoms, in Å:
H: 0.999 -1.045 1.947
H: 0.512 1.326 1.490
C: 0.470 -0.924 -0.329
H: 0.813 0.981 -1.506
C: -0.617 1.223 0.711
S: 1.807 -0.902 0.813
H: -1.762 -0.356 0.039
H: -0.226 -0.568 -2.198
H: 0.145 -1.991 -0.377
O: -1.509 2.111 0.951
C: 0.117 0.025 -1.402
C: -0.750 0.120 -0.139

The HOMO-LUMO gap comes out at 9.66 eV. As for the HOMO energy: -9.13 eV. The value obtained for the molecular weight is 102.16 g mol⁻¹.

Here are the natural (NBO) charges for atoms 1 to 6, given in e:
1 H 0.136
2 H 0.112
3 C -0.371
4 H 0.250
5 C 0.411
6 S 0.012



The structure with the greatest stability is a).



a) One molecule with the formula C4H6OS. Source: OMol25; level of theory: ωB97M-V with the def2-TZVPD basis set.

Positions of all 12 atoms, in Å:
S: 3.569 -0.590 -0.167
H: 0.241 1.321 0.800
H: -2.378 -0.141 -1.184
H: -2.669 -1.591 -0.098
H: -0.522 -1.233 1.015
C: 2.225 0.314 0.083
C: -0.927 -0.504 0.326
C: -0.068 0.673 -0.012
C: -2.074 -0.735 -0.312
O: 1.131 0.207 -0.646
H: -0.634 1.312 -0.748
H: 2.106 0.967 0.943

The SMILES is C=CCOC=S. The HOMO-LUMO gap comes out at 9.13 eV. As for the HOMO energy: -8.81 eV. The value obtained for the molecular weight is 102.16 g mol⁻¹.

Here are the natural (NBO) charges for atoms 1 to 6, given in e:
1 S -0.062
2 H 0.187
3 H 0.196
4 H 0.204
5 H 0.210
6 C 0.055



b) One molecule with the formula C4H6OS. Source: OMol25; level of theory: ωB97M-V with the def2-TZVPD basis set.

Positions of all 12 atoms, in Å:
C: -1.205 -0.345 1.574
H: -1.914 -1.148 1.639
H: 2.245 0.246 -1.092
C: 0.151 0.524 -0.504
C: -0.079 -0.615 0.530
S: -0.703 1.874 -0.632
H: 1.007 -0.675 -1.973
H: -1.717 0.591 1.245
C: 1.249 0.250 -1.536
O: 0.480 -1.688 0.456
H: 1.258 1.142 -2.178
H: -0.771 -0.157 2.472

The SMILES is CC(=O)C(C)=S. The HOMO-LUMO gap comes out at 7.76 eV. As for the HOMO energy: -8.93 eV. The value obtained for the molecular weight is 102.16 g mol⁻¹.

Here are the natural (NBO) charges for atoms 1 to 6, given in e:
1 C -0.718
2 H 0.237
3 H 0.237
4 C -0.179
5 C 0.536
6 S 0.127



The structure with the greatest stability is b).